2 unconnected molecules or ions with the total composition C10H16, computed with ωB97M-V/def2-TZVPD.

XYZ file:
```
26
Properties=species:S:1:pos:R:3
C 1.077 2.271 1.829
C 1.284 1.346 0.670
C 1.089 1.785 -0.634
C 1.361 0.926 -1.692
C 1.920 -0.322 -1.450
C 2.036 -0.798 -0.155
C 1.774 0.061 0.908
H 1.929 2.250 2.506
H 0.138 2.207 2.384
H 1.023 3.323 1.519
H 0.903 2.842 -0.758
H 1.290 1.248 -2.720
H 2.085 -0.927 -2.329
H 2.168 -1.829 0.151
H 1.947 -0.213 1.941
C -2.748 -2.197 -0.796
C -1.449 -1.479 -0.368
C -1.680 -0.255 0.528
H -3.572 -1.487 -0.864
H -3.053 -2.868 0.012
H -2.538 -2.763 -1.698
H -0.769 -2.127 0.183
H -0.967 -1.182 -1.301
H -1.860 -0.580 1.551
H -0.857 0.443 0.419
H -2.533 0.326 0.163
```

Its strongest force on any atom is 1.56 eV Å⁻¹. As for the SMILES: Cc1ccccc1.CCC. For the energy above the lowest of the compared OMol25 structures with the same formula, charge and spin, the calculation gives 66.20 kJ/mol.

=====

2 unconnected molecules or ions with the total composition C10H16, computed with ωB97M-V/def2-TZVPD.

XYZ file:
```
26
Properties=species:S:1:pos:R:3
C 1.449 -0.146 2.823
C 0.362 -0.131 1.726
C 0.694 0.822 0.609
C 0.746 2.193 0.859
C 0.872 3.101 -0.181
C 0.942 2.658 -1.490
C 0.936 1.289 -1.741
C 0.974 0.393 -0.687
H 1.225 0.475 3.684
H 2.439 0.077 2.434
H 1.553 -1.146 3.259
H 0.164 -1.152 1.416
H -0.552 0.262 2.183
H 0.508 2.542 1.856
H 0.999 4.154 0.042
H 0.861 3.329 -2.333
H 1.016 0.934 -2.760
H 1.009 -0.670 -0.888
C -1.299 -2.431 -1.286
C -2.819 -2.296 -1.388
H -0.794 -1.618 -1.824
H -0.845 -2.491 -0.299
H -0.889 -3.330 -1.753
H -3.299 -2.707 -0.501
H -3.146 -2.857 -2.257
H -3.105 -1.253 -1.504
```

Its strongest force on any atom is 1.15 eV Å⁻¹. As for the SMILES: CCc1ccccc1.CC. For the energy above the lowest of the compared OMol25 structures with the same formula, charge and spin, the calculation gives 58.98 kJ/mol.

=====

2 unconnected molecules or ions with the total composition C10H16, computed with ωB97M-V/def2-TZVPD.

XYZ file:
```
26
Properties=species:S:1:pos:R:3
C 0.817 2.330 -0.217
C 0.945 1.088 0.604
C 1.338 -0.123 0.034
C 1.468 -1.247 0.832
C 1.287 -1.185 2.201
C 0.882 0.015 2.770
C 0.704 1.127 1.969
H -0.139 2.839 -0.126
H 0.985 2.184 -1.289
H 1.559 3.067 0.085
H 1.631 -0.121 -1.007
H 1.813 -2.170 0.391
H 1.443 -2.080 2.779
H 0.708 0.046 3.835
H 0.322 2.024 2.438
C -1.420 -0.842 -3.314
C -1.729 -1.032 -1.835
C -2.854 -0.195 -1.258
H -2.246 -0.426 -3.886
H -1.091 -1.734 -3.836
H -0.608 -0.132 -3.453
H -1.888 -2.067 -1.550
H -0.820 -0.828 -1.263
H -2.664 0.881 -1.291
H -3.812 -0.290 -1.792
H -2.991 -0.437 -0.214
```

Its strongest force on any atom is 0.83 eV Å⁻¹. As for the SMILES: Cc1ccccc1.CCC. For the energy above the lowest of the compared OMol25 structures with the same formula, charge and spin, the calculation gives 32.45 kJ/mol.

=====

2 unconnected molecules or ions with the total composition C10H16, computed with ωB97M-V/def2-TZVPD.

XYZ file:
```
26
Properties=species:S:1:pos:R:3
C -2.059 1.482 1.081
C -0.738 1.392 0.526
C 0.430 1.198 1.304
C 1.588 1.317 0.581
C 1.772 1.474 -0.817
C 0.569 1.564 -1.553
C -0.634 1.496 -0.919
H -2.923 1.640 0.441
H -2.153 2.408 1.715
H -2.324 0.791 1.887
H 0.284 1.100 2.343
H 2.615 1.177 1.053
H 2.627 1.336 -1.423
H 0.492 1.747 -2.665
H -1.539 1.954 -1.412
C -0.784 -3.060 0.992
C 0.497 -2.708 0.085
C 0.037 -2.477 -1.381
H -1.559 -2.367 0.721
H -0.625 -2.947 1.947
H -1.012 -4.001 0.729
H 1.065 -2.087 0.625
H 1.249 -3.636 0.131
H 0.821 -2.756 -2.109
H -0.744 -3.118 -1.669
H -0.342 -1.304 -1.715
```

Its strongest force on any atom is 6.30 eV Å⁻¹. As for the SMILES: Cc1ccccc1.CCC. For the energy above the lowest of the compared OMol25 structures with the same formula, charge and spin, the calculation gives 280.65 kJ/mol.

=====

2 unconnected molecules or ions with the total composition C10H16, computed with ωB97M-V/def2-TZVPD.

XYZ file:
```
26
Properties=species:S:1:pos:R:3
C -2.215 1.848 0.987
C -0.777 1.574 0.619
C 0.168 1.639 1.652
C 1.519 1.591 1.307
C 1.871 1.459 -0.032
C 0.915 1.465 -1.040
C -0.434 1.343 -0.718
H -2.329 2.938 1.043
H -2.397 1.455 1.984
H -2.916 1.549 0.212
H -0.170 1.928 2.637
H 2.297 1.417 2.042
H 2.905 1.446 -0.353
H 1.310 1.502 -2.046
H -1.213 1.191 -1.448
C 1.042 -2.505 -0.441
C 0.033 -3.542 -0.992
C -1.421 -3.077 -0.973
H 1.322 -2.781 0.566
H 0.508 -1.546 -0.375
H 1.836 -2.242 -1.130
H 0.342 -3.701 -2.021
H 0.110 -4.476 -0.436
H -2.175 -3.750 -0.566
H -1.541 -2.138 -0.423
H -1.773 -2.813 -1.976
```

Its strongest force on any atom is 1.77 eV Å⁻¹. As for the SMILES: Cc1ccccc1.CCC. For the energy above the lowest of the compared OMol25 structures with the same formula, charge and spin, the calculation gives 84.93 kJ/mol.

=====

2 unconnected molecules or ions with the total composition C10H16, computed with ωB97M-V/def2-TZVPD.

XYZ file:
```
26
Properties=species:S:1:pos:R:3
C 1.130 -1.254 1.186
C 1.404 0.216 0.922
C 1.098 1.201 1.841
C 1.088 2.550 1.480
C 1.587 2.938 0.248
C 1.969 1.931 -0.638
C 1.756 0.591 -0.382
H 0.622 -1.375 2.135
H 2.039 -1.854 1.135
H 0.538 -1.603 0.346
H 0.884 0.962 2.878
H 0.692 3.286 2.164
H 1.724 3.984 0.008
H 2.294 2.282 -1.594
H 1.920 -0.158 -1.140
C -2.450 -0.034 -0.920
C -1.570 -1.157 -1.417
C -1.618 -2.472 -0.641
H -1.962 0.630 -0.201
H -3.327 -0.426 -0.399
H -2.779 0.610 -1.724
H -1.663 -1.419 -2.472
H -0.509 -0.864 -1.379
H -2.578 -2.954 -0.861
H -0.842 -3.154 -1.008
H -1.450 -2.457 0.435
```

Its strongest force on any atom is 1.98 eV Å⁻¹. As for the SMILES: Cc1ccccc1.CCC. For the energy above the lowest of the compared OMol25 structures with the same formula, charge and spin, the calculation gives 53.74 kJ/mol.

=====

2 unconnected molecules or ions with the total composition C10H16, computed with ωB97M-V/def2-TZVPD.

XYZ file:
```
26
Properties=species:S:1:pos:R:3
C -0.559 -2.671 0.530
C 0.412 -1.816 -0.236
C 1.490 -1.204 0.412
C 2.280 -0.302 -0.273
C 1.995 0.036 -1.597
C 1.002 -0.668 -2.255
C 0.199 -1.586 -1.594
H -0.120 -3.166 1.395
H -0.936 -3.485 -0.089
H -1.445 -2.104 0.815
H 1.635 -1.593 1.410
H 3.168 0.061 0.207
H 2.541 0.885 -1.982
H 0.819 -0.444 -3.302
H -0.491 -2.214 -2.130
C -0.852 1.696 0.644
C -2.099 1.907 1.503
C -2.400 3.361 1.843
H -1.112 1.741 -0.417
H -0.085 2.479 0.717
H -0.304 0.795 0.905
H -2.924 1.418 0.979
H -2.015 1.370 2.449
H -1.508 3.963 1.988
H -2.959 3.882 1.062
H -3.023 3.406 2.735
```

Its strongest force on any atom is 1.34 eV Å⁻¹. As for the SMILES: Cc1ccccc1.CCC. For the energy above the lowest of the compared OMol25 structures with the same formula, charge and spin, the calculation gives 52.11 kJ/mol.

=====

2 unconnected molecules or ions with the total composition C10H16, computed with ωB97M-V/def2-TZVPD.

XYZ file:
```
26
Properties=species:S:1:pos:R:3
C 2.388 0.058 0.773
C 1.110 -0.463 1.358
C 0.092 -1.210 0.640
C -0.410 -2.433 1.056
C -1.520 -3.064 0.399
C -2.091 -2.592 -0.767
C -1.427 -1.506 -1.274
C -0.380 -0.876 -0.664
H 2.657 1.077 0.914
H 2.426 -0.083 -0.276
H 3.260 -0.532 1.281
H 1.572 -0.912 2.228
H 0.462 0.524 1.501
H -0.123 -2.935 1.927
H -1.812 -4.064 0.622
H -2.871 -3.233 -1.279
H -1.737 -1.092 -2.294
H 0.059 -0.045 -1.158
C -0.915 3.238 -0.515
C 0.435 2.531 -0.755
H -1.590 2.646 -0.079
H -0.681 4.212 0.038
H -1.328 3.786 -1.543
H 0.374 1.588 -1.364
H 0.711 2.268 0.312
H 1.339 3.113 -1.084
```

Its strongest force on any atom is 8.28 eV Å⁻¹. As for the SMILES: CCc1ccccc1.CC. For the energy above the lowest of the compared OMol25 structures with the same formula, charge and spin, the calculation gives 260.01 kJ/mol.

=====

Repeat the sixth record exactly.
2 unconnected molecules or ions with the total composition C10H16, computed with ωB97M-V/def2-TZVPD.

XYZ file:
```
26
Properties=species:S:1:pos:R:3
C 1.130 -1.254 1.186
C 1.404 0.216 0.922
C 1.098 1.201 1.841
C 1.088 2.550 1.480
C 1.587 2.938 0.248
C 1.969 1.931 -0.638
C 1.756 0.591 -0.382
H 0.622 -1.375 2.135
H 2.039 -1.854 1.135
H 0.538 -1.603 0.346
H 0.884 0.962 2.878
H 0.692 3.286 2.164
H 1.724 3.984 0.008
H 2.294 2.282 -1.594
H 1.920 -0.158 -1.140
C -2.450 -0.034 -0.920
C -1.570 -1.157 -1.417
C -1.618 -2.472 -0.641
H -1.962 0.630 -0.201
H -3.327 -0.426 -0.399
H -2.779 0.610 -1.724
H -1.663 -1.419 -2.472
H -0.509 -0.864 -1.379
H -2.578 -2.954 -0.861
H -0.842 -3.154 -1.008
H -1.450 -2.457 0.435
```

Its strongest force on any atom is 1.98 eV Å⁻¹. As for the SMILES: Cc1ccccc1.CCC. For the energy above the lowest of the compared OMol25 structures with the same formula, charge and spin, the calculation gives 53.74 kJ/mol.

=====

Please write out number 8 again, unchanged.
2 unconnected molecules or ions with the total composition C10H16, computed with ωB97M-V/def2-TZVPD.

XYZ file:
```
26
Properties=species:S:1:pos:R:3
C 2.388 0.058 0.773
C 1.110 -0.463 1.358
C 0.092 -1.210 0.640
C -0.410 -2.433 1.056
C -1.520 -3.064 0.399
C -2.091 -2.592 -0.767
C -1.427 -1.506 -1.274
C -0.380 -0.876 -0.664
H 2.657 1.077 0.914
H 2.426 -0.083 -0.276
H 3.260 -0.532 1.281
H 1.572 -0.912 2.228
H 0.462 0.524 1.501
H -0.123 -2.935 1.927
H -1.812 -4.064 0.622
H -2.871 -3.233 -1.279
H -1.737 -1.092 -2.294
H 0.059 -0.045 -1.158
C -0.915 3.238 -0.515
C 0.435 2.531 -0.755
H -1.590 2.646 -0.079
H -0.681 4.212 0.038
H -1.328 3.786 -1.543
H 0.374 1.588 -1.364
H 0.711 2.268 0.312
H 1.339 3.113 -1.084
```

Its strongest force on any atom is 8.28 eV Å⁻¹. As for the SMILES: CCc1ccccc1.CC. For the energy above the lowest of the compared OMol25 structures with the same formula, charge and spin, the calculation gives 260.01 kJ/mol.

=====

Please write out number 5 again, unchanged.
2 unconnected molecules or ions with the total composition C10H16, computed with ωB97M-V/def2-TZVPD.

XYZ file:
```
26
Properties=species:S:1:pos:R:3
C -2.215 1.848 0.987
C -0.777 1.574 0.619
C 0.168 1.639 1.652
C 1.519 1.591 1.307
C 1.871 1.459 -0.032
C 0.915 1.465 -1.040
C -0.434 1.343 -0.718
H -2.329 2.938 1.043
H -2.397 1.455 1.984
H -2.916 1.549 0.212
H -0.170 1.928 2.637
H 2.297 1.417 2.042
H 2.905 1.446 -0.353
H 1.310 1.502 -2.046
H -1.213 1.191 -1.448
C 1.042 -2.505 -0.441
C 0.033 -3.542 -0.992
C -1.421 -3.077 -0.973
H 1.322 -2.781 0.566
H 0.508 -1.546 -0.375
H 1.836 -2.242 -1.130
H 0.342 -3.701 -2.021
H 0.110 -4.476 -0.436
H -2.175 -3.750 -0.566
H -1.541 -2.138 -0.423
H -1.773 -2.813 -1.976
```

Its strongest force on any atom is 1.77 eV Å⁻¹. As for the SMILES: Cc1ccccc1.CCC. For the energy above the lowest of the compared OMol25 structures with the same formula, charge and spin, the calculation gives 84.93 kJ/mol.

=====

Which of these has the highest strongest force on any atom?
number 8